Entry 1:
Entry from the Open Molecules 2025 dataset: a gas-phase ion, C5H6NO (charge +1) (wB97M-V/def2-TZVPD).

- Kohn-Sham gap (Ha) = 0.38662

Structure (ORCA input):
```
! wB97M-V def2-TZVPD RIJCOSX def2/J DEFGRID3
* xyz 1 1
C -0.48447 1.20498 1.89386
C 0.69884 0.47824 -1.58828
N 0.71080 1.61175 -1.52016
H 0.03878 2.09006 1.39764
O 0.20713 -0.03571 1.56578
H -0.58165 1.40052 2.96753
H -0.11907 -1.07203 -2.57492
H -1.40248 1.25216 1.36159
H 1.53065 -1.51069 -1.74210
C -0.18470 -1.49345 -0.42646
H -0.89575 -2.26852 -0.26727
C -0.01526 -0.71171 0.61885
C 0.49718 -0.94559 -1.68604
*
```

=====

Entry 2:
Entry from the Open Molecules 2025 dataset: 2 unconnected molecules or ions with the total composition C4H12O (wB97M-V/def2-TZVPD).

- Kohn-Sham gap (Ha) = 0.40477
- SMILES string = CCO.CC

Structure (ORCA input):
```
! wB97M-V def2-TZVPD RIJCOSX def2/J DEFGRID3
* xyz 0 1
H 0.68049 -0.07301 -1.93491
C 0.54877 0.98886 -1.93406
H -0.51831 1.13554 -1.93746
O 0.14013 -0.00747 1.34541
H -1.42978 -1.96600 2.37311
C 1.27929 1.72920 -0.81472
H 1.05044 1.19541 -2.77341
C -0.36735 -1.22759 0.69907
H 1.25667 1.22478 0.17355
H 2.35040 1.92197 -1.01728
H -0.36339 -0.93927 -0.36227
H -2.21137 -0.56176 1.73422
H -2.43971 -2.16357 0.75039
H 0.59848 -0.52279 2.11217
C -1.68348 -1.50367 1.37298
H 0.76870 2.81767 -0.54548
H 0.34002 -2.04830 0.75869
*
```